Below is C9H11PS in the gas phase, with properties calculated with wB97M-V/def2-TZVPD.

Values from the calculation:
- DFT total energy (hartree) = -1088.92944
- gap between HOMO and LUMO (alpha / beta) (eV) = 7.23 / 7.99
- E_LUMO (alpha / beta) (eV) = -0.747 / -0.577
- energy above the lowest of the compared OMol25 structures with the same formula, charge and spin (eV) = 3.950
- E_HOMO (alpha / beta) (eV) = -7.97 / -8.57
- charge = 0

Each line ends with the natural charge from an NBO analysis.
Atoms and positions in Å:
C 1.0408 1.8172 0.7943  -0.348
C -0.0925 0.9351 0.8694  -0.016
C -0.4281 0.3982 -0.2986  -0.298
C 1.5689 1.9086 -0.4147  -0.164
C -0.6644 -2.0721 -0.5707  -0.424
C -0.4336 -2.5058 0.8793  -0.710
C -2.4220 -0.9328 0.7202  -0.752
C -1.4339 -0.7416 -0.5281  -0.252
C 2.6389 2.7987 -0.8416  -0.633
P -1.3254 -1.2951 2.1541  0.717
S 0.7201 0.9193 -1.5499  0.365
H 1.2011 2.5980 1.5097  0.220
H 0.3951 -2.0539 -1.1710  0.227
H -1.2151 -2.9076 -1.0653  0.214
H -0.7489 -3.4977 1.1318  0.230
H 0.6584 -2.2611 1.0943  0.240
H -3.0212 -0.0225 0.9684  0.243
H -3.1344 -1.7618 0.7475  0.238
H -2.0343 -0.5063 -1.4958  0.232
H 3.3990 2.2678 -1.3734  0.224
H 2.2453 3.6267 -1.5244  0.219
H 3.0860 3.2885 -0.0354  0.225

Below is C15H22Br2FIN4O2S in the gas phase, with properties calculated with wB97M-V/def2-TZVPD.

Values from the calculation:
- DFT total energy (hartree) = -6897.60784
- gap between HOMO and LUMO (eV) = 8.24
- E_LUMO (eV) = -1.079
- E_HOMO (eV) = -9.32
- charge = 0

Each line ends with the natural charge from an NBO analysis.
Atoms and positions in Å:
C 3.0437 0.8010 2.1838  -0.644
C 1.4282 0.8091 2.6173  -0.254
N 0.7469 -0.1812 1.7352  -0.698
C -0.6043 0.2184 1.2118  0.568
N -1.3293 0.9093 2.3424  -0.584
C -1.7832 -0.0173 3.2904  0.892
O -1.8028 -0.8509 4.3677  -0.505
O -1.2947 -1.1204 1.1917  -0.609
C -0.6637 -1.7724 -0.0077  -0.023
I -2.3527 -3.0587 -0.6456  0.114
C -0.0408 -0.6637 -1.0320  0.070
N 1.4756 -0.5247 -1.2015  -0.666
C 2.2465 -1.7545 -0.8397  -0.232
C 3.8869 -1.4706 -1.0049  -0.643
C -0.3921 -1.0162 -2.6298  0.212
C 0.4678 -0.0638 -3.6909  -0.656
F 0.0357 -2.4182 -3.0039  -0.412
C -0.8463 0.6492 -0.3519  0.073
N -0.1516 1.8457 -0.9527  -0.527
C 0.3918 2.6841 -0.0177  0.275
S 0.5396 4.1738 0.8602  0.053
C -2.3487 0.8324 -0.9586  -0.256
Br -2.1504 2.0522 -2.5872  0.056
C -3.4793 1.5596 -0.0462  -0.295
C -4.2491 0.5400 1.0362  -0.657
Br -3.0016 3.3424 0.7222  0.026
H 3.7222 0.2632 2.9834  0.219
H 3.2233 0.3878 1.1018  0.211
H 3.3913 1.9392 2.1789  0.217
H 1.4052 0.4004 3.7269  0.203
H 1.0840 1.9174 2.5617  0.240
H 0.6706 -1.0655 2.3238  0.406
H 0.0046 -2.5667 0.5267  0.241
H 1.8709 0.2346 -0.6076  0.384
H 2.0367 -2.7169 -1.4623  0.229
H 2.0983 -1.9764 0.3227  0.171
H 4.1039 -0.6891 -1.8505  0.227
H 4.3649 -2.5221 -1.3022  0.222
H 4.3499 -1.1928 0.0405  0.214
H -1.5248 -0.9722 -2.8883  0.195
H -0.1570 0.0621 -4.6820  0.220
H 1.4957 -0.6080 -3.9310  0.240
H 0.7118 1.0010 -3.2837  0.242
H -2.8476 -0.1426 -1.3885  0.277
H -4.3640 1.8139 -0.8136  0.255
H -5.4228 0.5149 0.8294  0.228
H -3.8880 -0.5747 0.9184  0.242
H -4.1010 0.9881 2.1071  0.237

Below is a molecular structure, C30H66F3MgN2O11S5, with properties calculated with wB97M-V/def2-TZVPD.

Values from the calculation:
- DFT total energy (hartree) = -4609.71645
- gap between HOMO and LUMO (eV) = 2.97
- E_LUMO (eV) = -7.309
- energy above the lowest of the compared OMol25 structures with the same formula, charge and spin (eV) = 12.339
- E_HOMO (eV) = -10.28
- charge = +1

Each line ends with the Mulliken charge.
Atoms and positions in Å:
Mg -0.9334 -2.3527 -16.6424  1.377
C 2.3001 2.2352 -16.1107  0.042
O 3.1128 2.2602 -17.3280  -0.251
O 1.6629 0.9766 -16.0796  -0.585
C 3.0630 2.8667 -14.8376  0.770
F 3.4049 4.0943 -15.0761  -0.222
F 2.2717 2.8588 -13.7156  -0.274
F 4.1671 2.2462 -14.4594  -0.265
C 3.4507 3.4807 -17.9706  -0.143
C 4.1860 3.0909 -19.2099  -1.199
H 4.8581 3.9062 -19.4775  0.387
H 4.8340 2.2466 -18.9746  0.320
H 3.5448 3.0072 -20.0874  0.252
H 4.1891 4.0986 -17.4596  0.244
H 2.6754 4.2205 -18.1697  0.333
H 1.4961 2.9544 -16.2666  0.260
C 8.4391 1.2600 -10.3048  -0.746
C 9.3400 0.3843 -11.0307  0.340
N 10.0900 -0.2928 -11.6156  -0.358
H 8.3042 2.2066 -10.8282  0.225
H 9.0063 1.6591 -9.4639  0.268
H 7.4878 0.8720 -9.9409  0.272
C 8.4050 6.4556 -13.6884  -0.665
C 9.2720 7.6482 -13.3536  0.263
N 9.9794 8.5384 -13.1708  -0.328
H 8.2261 6.4259 -14.7632  0.247
H 7.4464 6.6294 -13.1996  0.242
H 8.8300 5.5116 -13.3472  0.241
C -4.3201 2.2378 -19.4773  -0.865
S -4.8064 1.0131 -18.1467  0.459
O -3.5415 0.1203 -17.9889  -0.644
C -4.9752 2.1127 -16.6291  -0.883
H -5.1060 2.9905 -19.5401  0.365
H -4.2684 1.6060 -20.3640  0.299
H -3.3598 2.7197 -19.2935  0.293
H -4.1282 2.7903 -16.5214  0.297
H -4.8770 1.4658 -15.7574  0.311
H -5.9634 2.5597 -16.5214  0.356
C -1.5745 -2.5155 -10.9197  -0.904
S -3.1647 -2.7155 -11.8867  0.486
O -2.8052 -2.7509 -13.3605  -0.651
C -3.8506 -4.2908 -11.2807  -0.874
H -1.7538 -2.4908 -9.8448  0.347
H -1.1574 -1.5353 -11.1506  0.314
H -0.7999 -3.1908 -11.2832  0.307
H -4.6318 -4.5606 -11.9913  0.314
H -4.2325 -4.1891 -10.2649  0.356
H -3.0482 -5.0262 -11.2211  0.296
C 0.3707 -0.6317 -22.5559  -0.910
S 1.5976 -1.5412 -21.4988  0.508
O 0.7301 -2.1685 -20.4020  -0.636
C 1.8969 -3.0452 -22.5695  -0.904
H -0.5674 -1.1473 -22.7618  0.322
H 0.8516 -0.4215 -23.5112  0.339
H 0.0525 0.3052 -22.0988  0.321
H 2.7642 -3.5943 -22.2029  0.311
H 2.1725 -2.7483 -23.5814  0.339
H 1.0897 -3.7730 -22.4874  0.301
C -1.8162 6.3066 -12.6004  -0.844
S -3.1417 7.5128 -11.9415  0.510
O -4.1793 7.4770 -13.0132  -0.604
C -2.1087 9.0015 -12.2062  -0.882
H -1.9398 6.2443 -13.6816  0.288
H -2.0509 5.3212 -12.1979  0.304
H -0.8423 6.6970 -12.3049  0.291
H -2.5607 9.9138 -11.8169  0.325
H -1.8702 9.1624 -13.2576  0.281
H -1.1554 8.8768 -11.6927  0.333
C 4.4256 -4.0046 -15.7996  -0.939
S 3.1559 -5.3645 -15.6733  0.487
O 1.8853 -4.6758 -16.0596  -0.630
C 3.7308 -6.1188 -17.2760  -0.912
H 5.3990 -4.4945 -15.7796  0.375
H 4.4416 -3.4210 -14.8791  0.331
H 4.3090 -3.4253 -16.7155  0.304
H 2.9964 -6.8247 -17.6639  0.322
H 4.7073 -6.5919 -17.1722  0.373
H 3.8212 -5.3391 -18.0322  0.268
C 0.5595 7.2864 -26.4488  -1.022
C -0.1526 5.9846 -26.2414  0.758
O -1.3564 5.8712 -26.3060  -0.540
C 0.7315 4.7526 -26.0538  -1.003
H -0.1568 8.1078 -26.4649  0.299
H 1.1515 7.2317 -27.3624  0.288
H 1.2240 7.5421 -25.6235  0.309
H 0.1130 3.9058 -26.3511  0.319
H 0.9005 4.6590 -24.9810  0.257
H 1.6899 4.6524 -26.5633  0.335
C 7.4169 9.9971 -25.9338  -1.009
C 6.4984 9.4024 -24.8843  0.814
O 6.1876 10.1387 -23.9695  -0.553
C 5.9650 8.0488 -25.1193  -1.082
H 6.9803 9.7439 -26.8999  0.299
H 8.4182 9.5827 -26.0515  0.303
H 7.3717 11.0817 -25.8357  0.300
H 6.7695 7.3409 -24.9201  0.305
H 5.5793 7.8885 -26.1261  0.328
H 5.2125 7.8728 -24.3506  0.294
C 11.9053 1.9072 -19.9996  -1.008
C 11.1884 2.0805 -18.6744  0.715
O 11.4432 3.0322 -17.9288  -0.578
C 10.1179 1.1220 -18.3565  -0.936
H 12.1908 0.8554 -20.0094  0.326
H 12.7961 2.5332 -20.0531  0.294
H 11.2262 2.0214 -20.8445  0.296
H 9.8352 0.3953 -19.1181  0.299
H 9.2263 1.6627 -18.0390  0.300
H 10.4118 0.6666 -17.4108  0.292
C 0.1448 8.8561 -19.7516  -0.985
C -0.2562 8.3871 -18.3606  0.752
O -1.2292 7.6818 -18.1617  -0.566
C 0.6756 8.7842 -17.1901  -1.014
H -0.7986 9.0272 -20.2701  0.335
H 0.6309 8.0209 -20.2558  0.263
H 0.8321 9.7016 -19.7197  0.318
H 0.4725 8.2056 -16.2890  0.257
H 0.6992 9.8167 -16.8415  0.319
H 1.6536 8.6052 -17.6369  0.321

Below is a molecular structure, C23H51InNa2O23, with properties calculated with wB97M-V/def2-TZVPD.

Values from the calculation:
- DFT total energy (hartree) = -3151.80928
- gap between HOMO and LUMO (eV) = 3.82
- E_LUMO (eV) = -3.567
- E_HOMO (eV) = -7.39
- charge = 0

Each line ends with the Mulliken charge.
Atoms and positions in Å:
In -0.5141 0.7687 0.2602  1.928
Na -0.7389 3.1289 3.2347  0.738
Na -1.6354 -1.1965 -3.6608  0.804
C -1.6135 4.8690 0.0140  -1.046
O -1.1242 3.7784 0.7838  -0.422
H -0.8635 5.6503 -0.1087  0.320
H -1.9751 4.6070 -0.9803  0.210
H -2.4785 5.4138 0.3922  0.344
C -1.8153 2.2596 -3.4741  -0.865
O -1.3466 1.2144 -2.6906  -0.408
H -0.9775 2.7085 -4.0076  0.191
H -2.4683 1.9215 -4.2787  0.310
H -2.2783 2.9947 -2.8159  0.036
C 2.2532 1.9401 3.5073  -0.800
O 1.2706 1.7062 2.5733  -0.300
H 2.2021 3.0128 3.6936  0.281
H 2.0012 1.3094 4.3599  0.096
H 3.2941 1.8601 3.1940  0.120
C -1.9074 -3.1746 -0.9788  -0.756
O -1.1090 -1.9890 -1.1748  -0.350
H -1.3209 -4.0305 -1.3131  0.362
H -2.1160 -3.2807 0.0858  -0.094
H -2.8002 -3.2312 -1.6014  0.224
C -3.2312 0.7241 3.6367  -0.911
O -2.1425 1.0876 2.8667  -0.355
H -2.8903 0.1581 4.5036  0.191
H -3.7930 1.5309 4.1074  0.307
H -3.8763 -0.0013 3.1410  0.110
C 1.3209 -3.9881 1.1068  -0.455
O 1.0245 -3.6826 2.4507  -0.414
C 0.7252 -2.3626 2.7159  0.307
O 0.4447 -1.5096 1.8887  -0.053
O 0.5510 -2.2747 4.0269  -0.413
C 0.1790 -1.0295 4.6854  -0.515
H 0.3743 -4.1916 0.6061  0.179
H 1.7987 -4.9602 1.2285  0.358
H 2.0589 -3.2932 0.7062  0.153
H -0.6331 -1.0412 5.4125  0.355
H -0.1765 -0.3038 3.9538  0.080
H 0.9947 -0.5310 5.2092  0.316
C 6.3467 -0.3060 -5.8364  -0.729
O 5.4727 0.2085 -4.9086  -0.279
C 4.2085 -0.0892 -4.8711  0.798
O 3.5703 -0.7985 -5.6522  -0.625
O 3.6542 0.7578 -3.9894  -0.182
C 2.2521 1.0762 -4.1645  -0.256
H 5.8896 -0.8866 -6.6377  0.346
H 7.0280 -0.9732 -5.3085  0.263
H 6.9296 0.4498 -6.3627  0.253
H 1.6238 0.1911 -4.0654  0.072
H 2.1580 1.6771 -5.0690  0.505
H 1.9532 1.7238 -3.3403  -0.192
C -1.5777 -6.2793 4.0329  -0.573
O -2.9394 -6.1825 4.4235  -0.348
C -3.7348 -5.1973 4.0484  0.630
O -4.9396 -5.3228 3.9831  -0.589
O -3.0631 -4.1648 3.4982  -0.215
C -3.7642 -2.9911 2.9664  -0.477
H -1.2431 -6.0331 3.0252  0.229
H -1.2620 -7.3032 4.2332  0.308
H -0.9774 -5.6678 4.7066  0.292
H -4.4497 -3.2336 2.1544  0.328
H -3.0261 -2.2957 2.5668  -0.047
H -4.3138 -2.5114 3.7763  0.464
C 1.8937 -2.8633 -2.4760  -0.267
O 2.9825 -2.3107 -1.7697  -0.410
C 2.8734 -1.1309 -1.0923  0.497
O 1.8893 -0.4346 -0.8481  -0.175
O 4.0386 -0.8430 -0.4919  -0.420
C 4.2884 0.2509 0.3284  -0.466
H 1.5525 -2.1478 -3.2242  -0.007
H 1.0908 -2.9687 -1.7463  0.120
H 2.1822 -3.7667 -3.0134  0.291
H 5.2651 0.7086 0.1711  0.324
H 4.2549 -0.0784 1.3669  0.278
H 3.6437 1.0862 0.0549  -0.001
C -4.5924 3.0342 0.2871  -0.422
O -5.4033 1.8799 0.0926  -0.414
C -4.8031 0.7101 -0.1265  0.422
O -3.6031 0.4068 -0.0262  0.120
O -5.8287 -0.1871 -0.4849  -0.396
C -5.5252 -1.3838 -1.1478  -0.333
H -5.2639 3.8573 0.5314  0.326
H -3.9682 3.4285 -0.5148  0.108
H -4.0490 2.8440 1.2126  0.237
H -6.4143 -1.7784 -1.6395  0.318
H -5.1352 -2.0975 -0.4220  0.092
H -4.8258 -1.2295 -1.9695  0.119
C 4.4555 4.5896 0.1333  -0.830
O 3.3930 3.6394 0.0901  -0.278
C 2.4611 3.4902 -0.8330  0.104
O 1.6497 2.5771 -0.8692  0.287
O 2.4159 4.5966 -1.6254  -0.392
C 1.3217 4.7303 -2.5463  -0.434
H 5.3688 4.2141 0.5949  0.275
H 4.2179 5.4717 0.7279  0.297
H 4.7661 4.8780 -0.8709  0.362
H 1.6460 5.2046 -3.4726  0.313
H 0.5580 5.3716 -2.1062  0.194
H 0.7400 3.8299 -2.7438  0.022

Below is C4H6ClNOS in the gas phase, with properties calculated with wB97M-V/def2-TZVPD.

Values from the calculation:
- DFT total energy (hartree) = -1144.33904
- gap between HOMO and LUMO (eV) = 9.46
- E_LUMO (eV) = 0.523
- energy above the lowest of the compared OMol25 structures with the same formula, charge and spin (eV) = 1.887
- E_HOMO (eV) = -8.94
- charge = 0

Each line ends with the natural charge from an NBO analysis.
Atoms and positions in Å:
C 1.7371 0.4896 0.2306  -0.386
C 1.4848 -0.4948 1.0209  -0.329
C 1.0483 0.9271 -0.9980  0.570
C -2.0386 -0.2796 0.0864  -0.429
N -0.7664 -0.9282 -0.1367  -0.805
O 0.8384 0.2359 -1.9515  -0.503
S 0.1502 -1.5547 1.1150  0.500
Cl 0.6532 2.6885 -0.9264  -0.100
H 2.5754 1.1610 0.5254  0.242
H 2.1385 -0.6765 1.8363  0.226
H -2.9403 -0.8084 0.4022  0.190
H -1.9365 0.7182 0.6449  0.208
H -2.2651 0.1064 -0.9093  0.214
H -0.6789 -1.5843 -0.9398  0.401

Below is C5H6N2O5 in the gas phase, with properties calculated with wB97M-V/def2-TZVPD.

Values from the calculation:
- DFT total energy (hartree) = -679.55515
- gap between HOMO and LUMO (alpha / beta) (eV) = 8.48 / 8.48
- E_LUMO (alpha / beta) (eV) = -1.182 / -1.183
- energy above the lowest of the compared OMol25 structures with the same formula, charge and spin (eV) = 8.690
- E_HOMO (alpha / beta) (eV) = -9.67 / -9.67
- charge = 0

Each line ends with the natural charge from an NBO analysis.
Atoms and positions in Å:
C 1.3023 0.1906 -0.7303  0.550
C -0.1945 -0.5628 1.0430  -0.128
C 1.0758 -0.4393 0.5699  -0.313
C -1.4926 -0.1815 0.4425  0.080
C 2.7813 -0.0942 -1.0591  -0.708
N -2.5986 -1.0790 0.8100  0.527
N -1.7968 0.9458 -0.1282  0.433
O 0.5940 0.7255 -1.5418  -0.545
O -3.7207 -0.6965 0.5743  -0.339
O -2.2493 -2.0910 1.3870  -0.382
O -0.9122 1.8936 0.1929  -0.472
O -2.7495 1.2314 -0.8666  -0.364
H -0.2560 -1.1335 2.0407  0.254
H -1.1853 2.6726 -0.3983  0.509
H 1.9700 -0.8711 0.9112  0.229
H 3.3500 0.5220 -0.3872  0.223
H 3.2230 0.0527 -2.0776  0.233
H 2.8592 -1.0853 -0.7826  0.209